{
  "formula": "C52H102Br2FN3O12P",
  "method": "wB97M-V/def2-TZVPD",
  "multiplicity": 1,
  "total_energy_ev": -236705.5393,
  "lumo_energy_ev": 1.965,
  "charge": -1,
  "homo_ha": -0.1772,
  "elements": ["Br", "Br", "P", "F", "O", "O", "O", "O", "O", "O", "O", "O", "O", "O", "O", "O", "N", "N", "N", "C", "C", "C", "C", "C", "C", "C", "C", "C", "C", "C", "C", "C", "C", "C", "C", "C", "C", "C", "C", "C", "C", "C", "C", "C", "C", "C", "C", "C", "C", "C", "C", "C", "C", "C", "C", "C", "C", "C", "C", "C", "C", "C", "C", "C", "C", "C", "C", "C", "C", "C", "C", "H", "H", "H", "H", "H", "H", "H", "H", "H", "H", "H", "H", "H", "H", "H", "H", "H", "H", "H", "H", "H", "H", "H", "H", "H", "H", "H", "H", "H", "H", "H", "H", "H", "H", "H", "H", "H", "H", "H", "H", "H", "H", "H", "H", "H", "H", "H", "H", "H", "H", "H", "H", "H", "H", "H", "H", "H", "H", "H", "H", "H", "H", "H", "H", "H", "H", "H", "H", "H", "H", "H", "H", "H", "H", "H", "H", "H", "H", "H", "H", "H", "H", "H", "H", "H", "H", "H", "H", "H", "H", "H", "H", "H", "H", "H", "H", "H", "H", "H", "H", "H", "H"],
  "positions_angstrom": [[3.288, 2.983, 7.474], [3.560, 5.604, 5.470], [1.847, 1.845, 2.683], [0.162, 2.032, 2.862], [-3.977, -0.685, -0.945], [3.539, 1.348, 2.523], [3.121, 2.508, -1.345], [-3.345, -2.931, -6.323], [5.362, -2.087, 5.874], [0.719, -1.726, -3.364], [-2.721, -7.867, -4.208], [-6.315, 5.213, 1.021], [-10.539, 4.551, 0.926], [9.489, 0.750, 2.323], [3.071, -5.824, -4.340], [2.266, 2.626, 4.245], [-3.003, 4.054, 5.457], [-1.613, 4.168, 3.466], [-2.216, 2.094, 4.480], [3.002, 0.885, -3.047], [-0.336, 4.703, 4.035], [-7.276, 4.189, 1.303], [3.841, 1.401, -1.885], [2.329, 2.160, -3.542], [-5.292, -3.694, -7.428], [-5.557, 0.616, 0.239], [4.987, -4.638, -3.606], [10.808, -0.133, 0.573], [-5.752, 4.251, 3.110], [9.567, 1.743, 1.297], [4.124, -4.098, 5.717], [-2.147, -8.603, -3.125], [-2.260, 3.357, 4.455], [-4.718, -3.255, -6.088], [5.209, 3.990, 3.733], [-4.184, -0.034, 0.315], [-11.197, 3.782, -0.082], [-4.072, -4.316, -8.097], [6.654, 0.833, 3.955], [-0.700, -8.142, -3.009], [-5.203, -0.725, -1.674], [2.087, 3.520, 1.870], [4.241, 2.701, 5.752], [5.091, -6.083, -3.132], [3.946, -4.749, -4.709], [-1.843, -6.797, -4.579], [-6.642, 3.278, 2.344], [-11.029, 5.998, -0.878], [5.838, -2.807, 4.730], [-5.265, 5.165, 1.997], [2.074, 2.891, -2.232], [0.859, 4.436, 1.737], [5.454, 0.882, 3.859], [-1.639, -1.678, -3.539], [-1.158, -3.097, -3.789], [-11.934, 4.774, -0.970], [3.302, 1.917, 4.838], [4.449, -2.908, 6.605], [0.567, 5.315, 2.970], [4.763, 4.060, 5.206], [-2.955, -3.401, -7.616], [10.366, -0.334, 2.016], [-0.440, -1.058, -2.843], [-6.300, -0.336, -0.693], [0.313, -2.879, -4.105], [10.781, 1.387, 0.449], [5.419, -4.257, 4.931], [3.972, 0.937, 3.786], [-10.570, 5.936, 0.571], [-0.798, -6.695, -3.478], [3.650, -6.552, -3.252], [4.783, 3.154, 3.182], [3.567, -7.621, -3.453], [-4.145, -0.790, 1.106], [-2.423, -5.881, -4.700], [3.666, -0.096, 3.998], [-0.348, 0.015, -3.019], [-2.546, -1.616, -2.941], [6.300, 3.975, 3.701], [-1.382, -7.047, -5.541], [0.465, -2.671, -5.172], [0.147, 3.915, 4.617], [11.220, -0.296, 2.702], [-5.049, 6.177, 2.342], [3.082, -6.324, -2.343], [-6.024, 0.729, 1.217], [1.598, 1.193, 1.425], [5.299, -4.794, 3.990], [-4.938, 3.773, 3.649], [4.613, -4.005, -2.799], [-7.528, 3.667, 0.377], [1.667, 0.645, 3.464], [11.781, -0.576, 0.364], [-5.226, -2.383, -5.672], [-3.917, -5.330, -7.720], [5.115, 2.112, 6.015], [-6.350, 4.818, 3.829], [-7.379, 2.772, 2.966], [10.698, 1.743, -0.577], [2.888, 4.032, 2.404], [-3.382, 0.684, 0.485], [9.643, 2.729, 1.756], [1.119, 2.584, -1.790], [6.163, -4.785, 5.534], [-11.529, 6.935, -1.123], [-5.628, -2.823, -7.997], [-12.076, 4.407, -1.986], [-1.824, -1.178, -4.494], [2.821, 1.205, 5.536], [-0.038, 3.912, 1.404], [-5.140, -0.008, -2.501], [-4.762, -4.066, -5.353], [-4.366, 4.761, 1.519], [2.477, 3.324, 0.865], [5.731, -6.654, -3.810], [-6.133, -4.377, -7.322], [3.365, -3.834, -4.829], [-6.639, -1.215, -0.139], [3.017, 2.731, -4.172], [2.248, 0.187, -2.682], [2.072, 3.977, -2.339], [-6.026, 2.518, 1.857], [-4.141, -4.364, -9.183], [1.092, 5.148, 0.929], [-3.484, 3.330, 5.982], [11.687, 1.814, 0.887], [-2.386, 4.501, 6.129], [-11.276, 6.448, 1.234], [5.487, -6.187, -2.122], [7.686, 1.057, 4.098], [-0.066, -8.714, -3.691], [-1.259, -3.691, -2.877], [-10.174, 5.882, -1.549], [3.842, -4.985, 6.285], [-2.234, 4.973, 3.385], [-0.584, 5.508, 4.750], [-2.710, -8.374, -2.214], [0.935, -3.733, -3.827], [4.406, -5.001, -5.670], [5.930, -4.221, -3.956], [6.918, -2.681, 4.650], [-0.480, -1.229, -1.763], [-9.579, 6.367, 0.720], [-2.238, -9.671, -3.329], [-1.994, -3.911, -7.537], [-1.167, -6.063, -2.668], [5.374, -2.377, 3.837], [-11.862, 3.060, 0.394], [-5.482, 1.605, -0.219], [-10.437, 3.232, -0.649], [9.839, -1.276, 2.171], [8.645, 1.704, 0.709], [5.633, 4.320, 5.807], [4.826, 1.751, -2.220], [1.416, 1.983, -4.110], [3.303, -3.850, 5.041], [4.889, 4.899, 3.221], [1.506, 5.652, 3.411], [3.594, 0.377, -3.809], [-1.696, -3.604, -4.589], [-12.916, 5.001, -0.548], [3.986, 0.655, -1.103], [-7.165, 0.112, -1.182], [0.148, -6.281, -3.830], [0.047, 6.216, 2.610], [4.939, -3.229, 7.533], [10.078, -0.575, -0.109], [3.569, -2.318, 6.864], [-5.341, -1.724, -2.093], [-0.302, -8.251, -2.001], [-1.648, 1.788, 3.688], [-8.182, 4.661, 1.688], [-2.837, -2.536, -8.277]],
  "mulliken_charge": [-0.165, -0.155, 0.696, -0.123, -0.373, -0.395, -0.324, -0.336, -0.378, -0.400, -0.435, -0.472, -0.362, -0.324, -0.380, -0.010, -0.488, 0.101, -0.833, -0.076, -0.587, -0.109, -0.500, -0.650, -0.543, -0.213, -0.559, -0.549, -0.403, -0.423, -0.558, -0.499, -0.133, -0.352, -1.221, -0.536, -0.399, -0.535, 0.071, -0.657, -0.353, 0.150, -0.686, -0.539, -0.260, 0.019, -0.100, -0.612, -0.262, -0.438, -0.426, -0.883, -1.392, -0.092, 0.462, -0.538, -0.230, -0.422, -0.919, 0.108, -0.443, -0.442, -0.378, -0.796, -0.347, -0.527, -0.527, 0.057, -0.292, 0.115, -0.393, 0.169, 0.285, 0.247, -0.161, 0.417, 0.287, -0.044, 0.278, 0.166, 0.216, 0.376, 0.265, 0.343, 0.241, 0.471, -0.407, 0.322, 0.142, 0.241, 0.252, -0.164, 0.340, 0.252, 0.229, 0.551, 0.287, 0.522, 0.325, -0.423, 0.280, 0.270, 0.236, 0.262, 0.346, 0.277, 0.338, 0.207, 0.462, 0.321, 0.246, 0.226, 0.244, 0.051, 0.264, 0.331, 0.152, 0.322, 0.326, -0.088, 0.320, -0.385, 0.356, 0.509, 0.299, 0.265, 0.252, 0.278, 0.336, 0.593, 0.301, 0.025, 0.273, 0.345, 0.270, 0.458, 0.265, -0.068, 0.283, 0.358, 0.236, 0.268, 0.272, 0.312, 0.239, 0.129, 0.169, 0.277, 0.184, 0.221, 0.255, 0.269, 0.528, 0.238, 0.320, 0.287, 0.436, 0.043, 0.389, -0.211, 0.240, 0.274, 0.340, 0.091, 0.542, 0.279, 0.272, 0.258, 0.311, 0.371, 0.476, -0.082, 0.309]
}